Version A
{
  "formula": "C5H5NO",
  "method": "wB97M-V/def2-TZVPD",
  "elements": ["C", "C", "C", "O", "C", "C", "N", "H", "H", "H", "H", "H"],
  "positions_angstrom": [[-1.19, 1.24, -1.48], [-0.25, 0.67, -0.99], [0.76, -0.16, -0.32], [1.88, 0.57, 0.14], [0.17, -0.88, 0.92], [-1.23, -0.57, 1.18], [-2.35, -0.31, 1.37], [-2.07, 1.73, -1.86], [1.09, -0.94, -1.04], [2.13, 1.21, -0.54], [0.27, -1.97, 0.82], [0.78, -0.58, 1.78]],
  "charge": 0,
  "smiles": "C#C[C@@H](O)CC#N",
  "lumo_ev": 0.633
}

---

Version B
{
  "formula": "C5H5NO",
  "method": "wB97M-V/def2-TZVPD",
  "elements": ["N", "C", "C", "O", "C", "C", "C", "H", "H", "H", "H", "H"],
  "positions_angstrom": [[2.65, 1.36, 0.06], [1.92, 0.47, 0.16], [0.92, -0.61, 0.29], [0.07, -0.40, 1.43], [-1.07, -0.31, 0.58], [-0.96, 0.79, -0.41], [-0.27, -0.53, -0.67], [1.42, -1.58, 0.32], [-2.03, -0.66, 0.96], [-1.85, 0.94, -1.01], [-0.39, 1.68, -0.17], [-0.41, -1.15, -1.55]],
  "charge": 0,
  "lumo_ev": 0.877
}

---

Going by the energies, version A is most stable and the next is 0.0036 hartree up.

---

Version A
{
  "formula": "C5H9N",
  "method": "wB97M-V/def2-TZVPD",
  "elements": ["C", "N", "C", "C", "C", "C", "H", "H", "H", "H", "H", "H", "H", "H", "H"],
  "positions_angstrom": [[0.58, 1.76, 0.90], [1.32, 0.76, 1.13], [0.52, -0.48, 1.09], [0.00, -0.56, -0.34], [0.85, -0.31, -1.33], [-1.47, -0.80, -0.60], [0.99, 2.70, 0.58], [-0.52, 1.69, 0.91], [-0.28, -0.45, 1.85], [1.14, -1.35, 1.30], [0.57, -0.45, -2.37], [1.85, 0.07, -1.14], [-1.71, -1.87, -0.64], [-1.76, -0.34, -1.55], [-2.09, -0.35, 0.19]],
  "charge": 0,
  "smiles": "C=NCC(=C)C",
  "lumo_ev": 1.075
}

---

Version B
{
  "formula": "C5H9N",
  "method": "wB97M-V/def2-TZVPD",
  "elements": ["C", "N", "C", "H", "H", "H", "C", "C", "C", "H", "H", "H", "H", "H", "H"],
  "positions_angstrom": [[1.59, -0.36, -0.83], [1.50, -1.10, 0.18], [2.89, -0.68, -0.28], [0.93, 0.14, -1.53], [3.43, 0.02, 0.35], [3.50, -1.46, -0.74], [-2.20, -0.25, -0.73], [-1.47, -0.16, 0.38], [-1.08, 1.13, 1.04], [-2.47, -1.21, -1.16], [-2.58, 0.64, -1.23], [-1.09, -1.07, 0.85], [-1.44, 1.99, 0.47], [-1.51, 1.19, 2.05], [0.01, 1.20, 1.16]],
  "charge": 0,
  "smiles": "C1=NC1.C=CC",
  "lumo_ev": 1.094
}

---

Going by the energies, version A is most stable and the next is 0.0389 hartree up.

---

Version A
{
  "formula": "C3H6O2",
  "method": "wB97M-V/def2-TZVPD",
  "elements": ["O", "C", "C", "C", "O", "H", "H", "H", "H", "H", "H"],
  "positions_angstrom": [[-2.03, 0.98, -0.57], [-1.71, 0.60, 0.64], [0.70, -1.00, -0.14], [1.54, 0.22, 0.14], [2.42, 0.25, 0.97], [-2.69, 0.36, -0.91], [-0.27, -0.93, 0.40], [-0.94, 1.36, 0.93], [0.46, -1.07, -1.21], [1.22, -1.90, 0.21], [1.30, 1.12, -0.46]],
  "charge": 0,
  "lumo_ev": 0.389
}

---

Version B
{
  "formula": "C3H6O2",
  "method": "wB97M-V/def2-TZVPD",
  "elements": ["C", "C", "O", "C", "O", "H", "H", "H", "H", "H", "H"],
  "positions_angstrom": [[-1.85, 0.29, 0.24], [0.12, -0.91, -0.05], [-0.43, 0.18, 0.44], [1.55, -0.53, -0.30], [2.04, 0.67, 0.21], [-2.36, -0.63, 0.54], [-1.99, 0.46, -0.83], [-2.18, 1.16, 0.81], [1.46, -0.50, -1.41], [2.24, -1.35, -0.09], [1.28, 1.12, 0.62]],
  "charge": 0,
  "lumo_ev": 0.882
}

---

Version C
{
  "formula": "C3H6O2",
  "method": "wB97M-V/def2-TZVPD",
  "elements": ["O", "C", "O", "H", "H", "C", "C", "H", "H", "H", "H"],
  "positions_angstrom": [[-1.77, -1.90, 1.61], [-2.36, -1.51, 0.63], [-1.79, -1.21, -0.54], [-3.45, -1.38, 0.59], [-0.84, -1.34, -0.44], [1.84, 0.86, -0.88], [1.59, 1.58, 0.22], [2.25, -0.14, -0.74], [1.66, 1.31, -1.85], [1.69, 1.15, 1.21], [1.18, 2.58, 0.18]],
  "charge": 0,
  "smiles": "O=CO.C=C",
  "lumo_ev": 0.841
}

---

Going by the energies, version C is most stable and the next is 0.0892 hartree up.